*w*
The following is a DFT calculation (wB97M-V/def2-TZVPD) of a cluster of 11 separate species, C18H58O11 in total.

## Properties
net charge	0
lowest unoccupied orbital energy	0.41	eV
multiplicity	1
SMILES	CCO.CCO.CCO.CCO.CCO.CCO.CCO.CCO.CCO.O.O
frontier orbital gap	10.07	eV

Each line ends with the Mulliken charge.
Geometry (Å):
C  15.17346  -2.02484  -10.20125  -1.027
C  15.34954  -0.52821  -10.18285  0.052
O  14.21078  0.15090  -10.76082  -0.615
H  14.29236  -2.41476  -9.68607  0.412
H  16.07928  -2.52427  -9.85717  0.287
H  14.99417  -2.37238  -11.22731  0.204
H  16.24325  -0.29615  -10.77037  -0.044
H  15.50553  -0.15630  -9.16787  0.501
H  13.92198  0.79712  -10.11361  0.311
C  19.11726  -0.26515  -16.75359  -0.834
C  19.39990  0.53752  -15.48592  0.563
O  20.68207  1.16196  -15.52926  -0.545
H  18.11793  -0.69900  -16.67131  0.116
H  19.86139  -1.04997  -16.89561  0.209
H  19.17318  0.37861  -17.63207  0.428
H  19.36367  -0.10054  -14.60370  -0.263
H  18.60223  1.28650  -15.40896  0.326
H  20.59710  1.96880  -16.04399  0.336
C  20.06563  -0.21202  -8.35388  -0.550
C  20.99894  0.82203  -7.82750  -0.315
O  21.45294  0.45874  -6.51238  -0.532
H  19.64936  0.07122  -9.32402  0.151
H  19.24613  -0.41890  -7.66632  0.361
H  20.58725  -1.15173  -8.55259  0.078
H  20.55143  1.82228  -7.78432  0.342
H  21.87527  0.95036  -8.47393  0.169
H  21.31872  1.19293  -5.91091  0.302
C  17.62856  -5.38351  -12.03808  -0.340
C  17.41759  -6.80210  -11.54233  -0.613
O  16.48034  -6.89109  -10.47136  -0.541
H  17.93458  -4.69844  -11.24269  0.140
H  16.72404  -4.95982  -12.47915  0.344
H  18.45688  -5.38924  -12.75453  0.093
H  18.35378  -7.22802  -11.18320  0.293
H  17.10368  -7.42254  -12.39164  0.348
H  15.59016  -6.79607  -10.82022  0.305
C  22.79428  -3.82983  -9.64889  -0.603
C  24.00732  -3.17566  -10.28180  -0.219
O  24.03443  -1.74893  -10.04560  -0.603
H  22.75148  -3.68108  -8.56628  0.373
H  22.81932  -4.90723  -9.83273  0.325
H  21.86333  -3.41611  -10.04156  -0.044
H  23.97626  -3.27362  -11.36589  0.039
H  24.94819  -3.59882  -9.92795  0.388
H  24.30399  -1.57794  -9.13810  0.303
C  17.60459  -4.06407  -16.85599  -1.025
C  16.41916  -3.14798  -16.71317  0.240
O  16.24943  -2.50006  -17.98964  -0.562
H  17.45323  -4.82534  -17.61693  0.389
H  17.84270  -4.55337  -15.91215  0.234
H  18.47263  -3.46183  -17.13114  0.166
H  16.56817  -2.41058  -15.91238  -0.129
H  15.47437  -3.66023  -16.49562  0.404
H  15.44334  -1.97677  -17.96998  0.298
C  18.28424  -1.60672  -12.20886  -0.259
C  19.27719  -2.22270  -13.18041  0.312
O  20.52182  -2.56767  -12.56203  -0.019
H  17.47144  -1.24155  -12.84667  0.004
H  18.72169  -0.67613  -11.82161  0.392
H  17.98027  -2.25146  -11.39394  0.106
H  19.48092  -1.53672  -14.01496  -0.724
H  18.85489  -3.11616  -13.63918  -0.051
H  20.86535  -1.75842  -12.12982  -0.099
C  23.33225  -5.79230  -13.68451  -1.094
C  21.87943  -5.84717  -13.27090  0.020
O  21.13872  -4.88809  -14.01597  -0.473
H  23.98144  -6.49959  -13.16683  0.359
H  23.69363  -4.76988  -13.54245  0.162
H  23.44933  -5.96325  -14.75846  0.322
H  21.79290  -5.59560  -12.20359  0.051
H  21.43115  -6.83913  -13.38198  0.337
H  20.79936  -4.22521  -13.40029  0.303
C  15.09108  1.70718  -14.41002  -1.410
C  15.93221  0.53115  -14.00309  0.420
O  15.18055  -0.52095  -13.45082  -0.532
H  15.68902  2.43450  -14.97603  0.395
H  14.73103  2.26117  -13.54019  0.356
H  14.26579  1.43417  -15.06460  0.317
H  16.73453  0.84683  -13.32002  0.216
H  16.46081  0.14539  -14.88107  0.014
H  14.82763  -0.22383  -12.59721  0.152
O  21.91397  -0.59567  -11.37676  -0.550
H  22.34257  0.19632  -11.71610  0.277
H  22.59493  -1.03912  -10.82961  0.288
O  23.26463  -1.67491  -14.10235  -0.681
H  22.58005  -1.17248  -14.55450  0.348
H  22.82347  -2.02034  -13.31860  0.312

*x*
The following is a DFT calculation (wB97M-V/def2-TZVPD) of a cluster of 11 separate species, C18H58O11 in total.

## Properties
net charge	0
lowest unoccupied orbital energy	0.21	eV
multiplicity	1
SMILES	CC(C)O.CC(C)O.CC(C)O.CC(C)O.CC(C)O.CO.CO.CO.O.O.O
frontier orbital gap	10.16	eV

Each line ends with the Mulliken charge.
Geometry (Å):
C  3.27320  6.03963  0.06986  -1.201
C  4.31625  5.04752  0.40062  0.441
C  5.65507  5.69288  0.86928  -1.285
O  3.80000  4.21021  1.40007  -0.528
H  3.03338  6.76388  0.84835  0.275
H  2.38782  5.44778  -0.16234  0.336
H  3.58790  6.56232  -0.83340  0.344
H  4.43693  4.34600  -0.42485  0.236
H  5.44462  6.15095  1.83571  0.355
H  6.13902  6.34371  0.14105  0.353
H  6.34087  4.88488  1.12405  0.360
H  4.14959  4.58489  2.21186  0.315
C  0.29875  -3.04029  8.83210  -1.321
C  0.52987  -2.02324  7.66768  0.671
C  1.61218  -2.35034  6.64536  -1.263
O  -0.69585  -1.92889  6.96264  -0.557
H  -0.36595  -2.65013  9.60285  0.321
H  1.18878  -3.41081  9.34070  0.355
H  -0.19062  -3.95445  8.49607  0.336
H  0.78279  -1.06120  8.11333  0.144
H  2.54845  -2.65704  7.11166  0.329
H  1.93566  -1.41588  6.18683  0.358
H  1.45542  -3.06506  5.83747  0.317
H  -0.63207  -1.17814  6.36774  0.310
C  -1.87804  5.46384  4.70854  -1.146
C  -2.75906  4.32087  5.27479  0.378
C  -3.35711  3.36722  4.18846  -1.241
O  -1.71365  3.50219  5.85951  -0.545
H  -2.40924  5.90895  3.86722  0.314
H  -0.88310  5.19643  4.35263  0.319
H  -1.68097  6.20411  5.48395  0.314
H  -3.50919  4.54538  6.03308  0.383
H  -2.47315  3.00858  3.66112  0.297
H  -3.95926  3.96153  3.50121  0.330
H  -3.88212  2.48151  4.54622  0.316
H  -1.67570  3.61450  6.81217  0.282
C  0.59537  4.49229  -8.56117  -1.238
C  1.23536  3.59579  -7.45974  0.503
C  0.57027  3.89168  -6.11392  -1.329
O  0.99402  2.24815  -7.79258  -0.533
H  0.50571  5.53826  -8.26790  0.329
H  -0.39375  4.05066  -8.68239  0.357
H  1.18914  4.53872  -9.47407  0.368
H  2.29442  3.80393  -7.30751  0.203
H  -0.51692  3.86168  -6.18615  0.319
H  0.82025  4.88799  -5.74924  0.369
H  0.84286  3.20033  -5.31653  0.331
H  1.40884  2.16273  -8.65411  0.323
C  -6.00082  -5.45784  -4.53890  -1.186
C  -4.59859  -5.80425  -3.98581  0.292
C  -4.68180  -5.68155  -2.50709  -1.255
O  -4.26021  -7.11289  -4.37713  -0.535
H  -6.73884  -5.78919  -3.80840  0.307
H  -6.25614  -5.96443  -5.46964  0.349
H  -6.23108  -4.39886  -4.65572  0.348
H  -3.87005  -5.14939  -4.46382  0.313
H  -5.34258  -6.42641  -2.06364  0.355
H  -5.04908  -4.74910  -2.07844  0.337
H  -3.72508  -5.81992  -2.00347  0.321
H  -4.98238  -7.61801  -3.99643  0.355
C  1.08256  -1.11737  0.76331  -0.530
O  0.99767  0.09957  -0.04716  -0.497
H  0.92886  -2.02401  0.17809  0.237
H  2.00034  -1.20762  1.34437  0.237
H  0.29760  -1.30900  1.49489  0.252
H  1.59651  0.77134  0.28708  0.301
C  -5.22042  1.66646  -1.68412  -0.463
O  -5.01122  0.60554  -0.84572  -0.511
H  -4.47941  2.44310  -1.49479  0.233
H  -4.94832  1.34869  -2.69064  0.225
H  -6.22798  2.07604  -1.61222  0.210
H  -4.31310  -0.00667  -1.08949  0.306
C  7.13628  -4.66157  -0.41334  -0.477
O  6.89332  -5.07070  -1.75707  -0.508
H  6.27741  -4.01372  -0.23805  0.229
H  7.33787  -5.46190  0.29865  0.227
H  8.13303  -4.23639  -0.29579  0.213
H  5.98776  -5.38467  -1.81166  0.313
O  2.56190  -5.74538  -3.57640  -0.635
H  2.19528  -4.88487  -3.77974  0.320
H  2.04618  -6.35641  -4.10262  0.318
O  -0.38054  -1.39822  -4.96581  -0.646
H  -0.20271  -0.83441  -4.21299  0.317
H  -0.06123  -0.90094  -5.71880  0.328
O  -0.76482  -6.52897  3.97675  -0.636
H  -1.36265  -5.80291  4.15470  0.321
H  -1.16094  -7.27988  4.41885  0.316

The structure with the greatest stability is *w*.

*w*
The following is a DFT calculation (wB97M-V/def2-TZVPD) of an isolated molecule of C3H5N3OS.

## Properties
net charge	0
lowest unoccupied orbital energy	0.65	eV
multiplicity	1
SMILES	[H]/N=c1/cc(N)on1S
frontier orbital gap	9.06	eV

Each line ends with the Mulliken charge.
Geometry (Å):
H  2.00383  2.24936  0.04070  0.233
N  2.15851  1.24647  0.06363  -0.695
C  1.08252  0.58423  0.08167  0.397
C  0.88327  -0.85205  0.10356  -0.557
C  -0.43376  -1.07181  0.01185  0.474
N  -1.18047  -2.22806  -0.08610  -0.482
O  -1.17821  0.05360  -0.04701  -0.300
N  -0.26264  1.13686  0.12121  0.077
S  -0.63739  2.43439  -0.90796  -0.143
H  1.68507  -1.58455  0.14773  0.343
H  -2.14508  -2.12004  0.18335  0.256
H  -0.72195  -3.04512  0.25799  0.240
H  -1.25372  3.19672  0.02938  0.156

*x*
The following is a DFT calculation (wB97M-V/def2-TZVPD) of a structure of composition C3H5N3OS.

## Properties
net charge	0
lowest unoccupied orbital energy	0.58	eV
multiplicity	1
frontier orbital gap	9.21	eV

Each line ends with the Mulliken charge.
Geometry (Å):
C  -0.74398  1.25528  0.06584  0.044
C  -1.97676  -0.88543  -0.12893  0.528
C  0.99688  -0.39712  0.60921  -0.597
N  -1.89445  1.40136  -0.52893  -0.696
N  -2.44546  0.14436  -0.75590  0.139
N  -0.31001  0.05027  0.34948  -0.357
O  -1.97059  -2.03279  0.10351  -0.421
S  2.29079  -0.35932  -0.82602  -0.236
H  -0.19616  2.18177  0.11270  0.429
H  1.04119  -1.47666  0.95499  0.344
H  1.52240  0.17647  1.23714  0.400
H  -3.41564  0.18841  -1.10616  0.298
H  3.34347  -0.27780  0.03118  0.125

*y*
The following is a DFT calculation (wB97M-V/def2-TZVPD) of an isolated molecule of C3H5N3OS.

## Properties
net charge	0
lowest unoccupied orbital energy	-0.50	eV
multiplicity	1
SMILES	[H]/N=C/N=C\N(O)C=S
frontier orbital gap	8.51	eV

Each line ends with the Mulliken charge.
Geometry (Å):
H  1.99934  1.93499  2.63119  0.240
N  1.81086  1.50684  1.60211  -0.557
C  2.47546  0.53411  1.19554  0.123
N  2.25193  0.08836  -0.15915  -0.557
C  1.19168  -0.13374  -0.76793  0.104
N  -0.08159  -0.05791  -0.44630  0.095
O  -0.52796  0.68956  0.84549  -0.452
C  -1.18996  -0.86231  -1.06235  -0.163
S  -2.80529  -0.91422  -0.71312  -0.183
H  3.31443  -0.07396  1.79277  0.299
H  1.31273  -0.32303  -1.83422  0.353
H  0.47979  1.28374  0.68168  0.482
H  -0.72939  -1.70009  -1.79364  0.216

The structure with the greatest stability is *w*.

*w*
The following is a DFT calculation (wB97M-V/def2-TZVPD) of a cluster of 2 separate species, H6OSi2 in total.

## Properties
net charge	0
lowest unoccupied orbital energy	-0.50	eV
multiplicity	1
SMILES	O=[SiH2].[SiH4]
frontier orbital gap	10.14	eV

Each line ends with the Mulliken charge.
Geometry (Å):
O  -1.08689  -0.85076  1.28134  -0.355
Si  -0.26909  -1.74451  2.16956  0.444
H  -0.72094  -2.42599  3.42343  -0.048
H  1.19932  -1.92388  1.82066  -0.052
Si  0.10246  1.41339  -1.65867  0.374
H  -0.78981  1.16387  -2.76080  -0.104
H  0.70022  2.77393  -2.14964  -0.075
H  1.39191  0.68584  -1.67419  -0.106
H  -0.52718  0.90812  -0.45168  -0.078

*x*
The following is a DFT calculation (wB97M-V/def2-TZVPD) of a cluster of 2 separate species, H6OSi2 in total.

## Properties
net charge	0
lowest unoccupied orbital energy	-0.35	eV
multiplicity	1
SMILES	O=[SiH2].[SiH4]
frontier orbital gap	10.30	eV

Each line ends with the Mulliken charge.
Geometry (Å):
O  2.04667  1.04530  -1.71123  -0.402
Si  2.18649  0.43630  -0.35521  0.599
H  3.33020  0.64238  0.56101  -0.076
H  1.41145  -0.60786  0.15462  -0.117
Si  -1.84576  -0.38971  0.27049  0.394
H  -2.60918  0.72280  0.97440  -0.075
H  -1.52454  -1.58124  1.07824  -0.080
H  -0.57086  0.42600  0.12295  -0.187
H  -2.42447  -0.69398  -1.09527  -0.056

The structure with the greatest stability is *x*.

*w*
The following is a DFT calculation (wB97M-V/def2-TZVPD) of a cluster of 2 separate species, C4H8O4 in total.

## Properties
net charge	0
lowest unoccupied orbital energy	0.71	eV
multiplicity	1
SMILES	CC(=O)OO.CC=O
frontier orbital gap	10.92	eV

Each line ends with the Mulliken charge.
Geometry (Å):
C  -2.25735  1.19032  -0.16637  -0.816
C  -2.37682  -0.11023  -0.89964  0.647
O  -3.38784  -0.68933  -1.16663  -0.546
O  -1.21631  -0.69006  -1.30051  -0.265
O  -0.04570  0.00069  -0.90809  -0.233
H  -1.73093  1.91353  -0.78675  0.301
H  -3.25028  1.55435  0.07931  0.279
H  -1.67259  1.04416  0.74030  0.272
H  0.57730  -0.16140  -1.63607  0.337
C  2.21032  -1.21914  0.94545  -0.970
C  2.18064  0.25775  0.72608  0.252
O  2.44469  0.81602  -0.30205  -0.500
H  1.21111  -1.55705  1.21822  0.253
H  2.54460  -1.73913  0.05146  0.293
H  2.87463  -1.44496  1.77759  0.358
H  1.89452  0.83446  1.62770  0.338

*x*
The following is a DFT calculation (wB97M-V/def2-TZVPD) of an isolated molecule of C4H8O4.

## Properties
net charge	0
lowest unoccupied orbital energy	0.54	eV
multiplicity	1
SMILES	CC(=O)[C@H](O)COO
frontier orbital gap	10.24	eV

Each line ends with the Mulliken charge.
Geometry (Å):
C  -2.38742  0.13389  -0.90186  -1.070
C  -1.32142  0.45275  0.12326  0.681
O  -1.54391  1.11979  1.11429  -0.542
C  0.02809  -0.26297  -0.10095  0.178
O  -0.07415  -1.47066  0.64415  -0.518
C  1.25425  0.46313  0.46245  -0.576
O  2.33240  -0.41043  0.28878  -0.257
O  3.59084  0.46829  0.66958  -0.343
H  -2.01445  -0.52621  -1.69413  0.325
H  -3.24232  -0.33181  -0.39137  0.291
H  -2.73801  1.06982  -1.35747  0.320
H  0.15020  -0.46777  -1.17826  0.241
H  -0.79191  -2.03379  0.29344  0.329
H  1.05823  0.64703  1.52969  0.291
H  1.44797  1.39793  -0.08222  0.330
H  4.25162  -0.24901  0.58060  0.321

The structure with the greatest stability is *w*.